C3H4N4O | ωB97M-V/def2-TZVPD

Each line ends with the natural charge from an NBO analysis.
Geometry (Å):
N  -2.145  -1.639  0.373  -0.60
N  -0.658  -1.744  0.438  -0.41
C  -0.041  -0.619  0.185  0.55
N  -0.677  0.701  -0.010  -0.63
C  0.476  1.376  -0.413  0.55
O  0.530  2.314  -1.168  -0.51
C  1.697  0.624  0.161  0.12
N  1.323  -0.652  0.342  -0.48
H  -2.009  -1.131  -0.574  0.38
H  -2.493  -1.016  0.983  0.35
H  -0.177  -2.505  1.029  0.44
H  2.733  1.203  0.307  0.24

Output
SMILES = NNC1=NC(=O)C=N1
energy above the lowest of the compared OMol25 structures with the same formula, charge and spin = 86.75 kcal/mol
net charge = 0
LUMO energy = -1.338 eV